No. 1
Density functional theory data (ωB97M-V/def2-TZVPD) for a molecular structure, C46H53AsBClN7O2Tc.

Geometry as XYZ:
```
112
Properties=species:S:1:pos:R:3:forces:R:3:mulliken_spin:R:1
Tc -1.1221 -1.0294 0.5911 0.98 0.31 0.26 2.6966
C -2.5048 2.0881 1.8664 -0.05 -0.06 -0.03 0.0021
C -3.4170 0.9660 1.5087 -0.07 -0.02 -0.04 0.0462
C -4.7954 0.9091 1.6837 -0.10 0.09 0.02 0.0120
C -5.1954 -0.3369 1.2238 -0.14 0.10 0.14 0.0345
C -6.5637 -0.9361 1.2211 0.08 -0.02 0.01 -0.0028
N -4.1071 -0.9830 0.7909 0.02 0.02 -0.24 0.0105
N -3.0091 -0.1843 0.9506 -0.07 -0.02 0.18 -0.1407
B -3.9834 -2.4436 0.2925 0.12 -0.02 0.05 0.0405
N -3.1331 -3.2149 1.3115 0.08 0.17 0.15 -0.0006
N -1.8924 -2.7374 1.6202 -0.01 -0.12 -0.11 -0.0761
C -1.3740 -3.5488 2.5600 -0.12 0.00 -0.10 0.0362
C -0.0286 -3.3923 3.1806 -0.04 0.01 -0.03 -0.0162
C -2.3016 -4.5474 2.8451 0.03 -0.11 0.12 0.0048
C -3.4032 -4.3006 2.0428 0.00 -0.07 0.02 0.0225
C -4.6918 -5.0483 1.9416 0.03 0.03 -0.01 -0.0011
N -3.2216 -2.4655 -1.0441 -0.01 0.30 0.00 -0.0088
N -2.0521 -1.7667 -1.2090 0.08 -0.33 0.00 -0.0909
C -1.7429 -1.8287 -2.5171 -0.17 -0.07 -0.01 0.0347
C -0.6218 -1.1076 -3.1781 -0.10 -0.07 0.01 -0.0006
C -2.7074 -2.5872 -3.1758 0.02 -0.02 -0.18 0.0111
C -3.6275 -2.9651 -2.2160 -0.03 -0.11 -0.12 0.0276
C -4.8598 -3.7967 -2.3709 0.06 0.05 0.06 -0.0019
H -3.0875 2.8954 2.3044 -0.01 0.02 0.00 0.0006
H -1.9903 2.4757 0.9852 -0.06 -0.02 0.02 0.0019
H -1.7545 1.7600 2.5858 -0.09 -0.01 -0.04 0.0004
H -5.4238 1.6836 2.0985 0.06 -0.11 -0.05 0.0002
H -7.2741 -0.2066 1.6021 -0.02 0.00 -0.01 -0.0004
H -6.6052 -1.8206 1.8602 0.00 0.05 -0.03 0.0020
H -6.8719 -1.2355 0.2193 0.01 0.03 0.01 0.0018
H -5.0675 -2.9282 0.1628 0.14 0.02 0.06 -0.0002
H 0.0693 -2.4298 3.6777 -0.02 -0.05 0.01 0.0052
H 0.7612 -3.4710 2.4340 -0.02 0.02 0.00 0.0017
H 0.1126 -4.1749 3.9235 0.00 -0.01 -0.03 -0.0003
H -2.1800 -5.3501 3.5578 -0.03 0.10 -0.10 -0.0002
H -4.6469 -5.9347 2.5708 -0.01 0.02 -0.01 -0.0002
H -4.8896 -5.3634 0.9160 0.02 0.01 0.04 0.0011
H -5.5329 -4.4351 2.2689 0.03 -0.02 0.00 0.0012
H 0.0796 -0.7028 -2.4659 -0.07 0.06 0.04 0.0193
H -1.0252 -0.2763 -3.7577 0.00 0.02 -0.02 0.0031
H -0.0956 -1.7707 -3.8655 -0.01 0.01 0.04 -0.0001
H -2.7309 -2.8215 -4.2305 -0.01 0.03 0.14 0.0007
H -4.9295 -4.1474 -3.3974 -0.01 -0.01 -0.01 -0.0002
H -5.7611 -3.2280 -2.1369 0.04 -0.01 -0.01 0.0014
H -4.8316 -4.6653 -1.7100 0.00 0.05 -0.05 0.0013
Cl 4.7790 0.0985 4.7681 -0.05 0.00 -0.02 0.0024
C 3.2071 -0.0457 4.0464 -0.02 0.05 0.08 0.0200
C 2.0848 0.4317 4.7128 -0.02 0.09 0.08 -0.0112
C 0.8420 0.3173 4.1224 -0.23 0.05 0.10 0.0132
C 0.6922 -0.2423 2.8511 -0.28 0.00 -0.17 0.0125
O -0.5453 -0.3221 2.3264 0.27 -0.05 0.01 0.1053
C 1.8268 -0.7122 2.1920 -0.04 -0.32 -0.10 0.0173
C 1.7484 -1.2427 0.7924 -0.20 0.57 -0.23 0.0347
O 0.6188 -1.9160 0.4132 -0.08 0.03 0.24 0.0813
C 3.0737 -0.6306 2.8091 0.06 -0.12 -0.13 -0.0123
H 2.1928 0.8874 5.6899 -0.03 -0.05 -0.05 0.0002
H -0.0546 0.6606 4.6295 0.12 -0.01 0.00 -0.0012
H 2.6534 -1.7912 0.5545 0.08 -0.17 -0.14 0.0022
H 3.9528 -1.0249 2.3114 -0.03 0.04 -0.02 0.0007
C 5.3243 4.2475 3.1484 -0.02 -0.06 -0.03 0.0002
C 4.4103 3.3654 2.3419 0.07 0.06 0.05 0.0010
C 3.0355 3.4830 2.4208 -0.04 0.02 0.07 -0.0011
C 2.1710 2.6868 1.6697 -0.05 -0.08 -0.03 -0.0046
C 0.6931 2.8967 1.8973 0.23 0.02 -0.07 0.0150
C 2.7310 1.7513 0.7904 -0.14 0.11 0.03 0.0156
As 1.7370 0.5071 -0.3235 -0.26 0.03 0.01 -0.0016
N -0.0880 0.5454 -0.3941 -0.44 0.27 0.02 0.0154
C -0.7468 1.5895 -1.1179 0.07 -0.19 -0.10 -0.0026
C -2.0409 1.3980 -1.6198 -0.06 -0.05 0.02 0.0281
C -2.6928 2.3978 -2.3279 -0.02 -0.09 0.02 -0.0075
C -2.0810 3.6197 -2.5696 -0.04 -0.03 -0.02 0.0133
C -0.8027 3.8262 -2.0806 0.05 0.06 0.01 -0.0080
C -0.1533 2.8289 -1.3682 -0.04 -0.23 0.24 0.0036
C 2.4153 0.6500 -2.1543 0.02 -0.15 0.09 -0.0034
C 2.7997 1.8541 -2.7696 0.00 0.05 0.07 0.0009
C 2.9426 3.2176 -2.1219 -0.01 -0.12 -0.17 0.0004
C 3.1502 1.8142 -4.1197 0.04 0.07 -0.05 -0.0002
C 3.1682 0.6470 -4.8607 0.02 0.00 -0.04 0.0008
C 3.5246 0.6491 -6.3222 -0.04 -0.03 0.07 -0.0001
C 2.8689 -0.5410 -4.2008 0.04 -0.04 -0.14 -0.0002
C 2.5075 -0.5660 -2.8669 0.03 -0.09 0.08 -0.0036
C 2.3066 -1.9205 -2.2266 0.13 0.11 -0.09 -0.0064
C 4.1297 1.5761 0.7234 0.01 -0.07 -0.10 -0.0026
C 4.8054 0.5329 -0.1448 -0.03 0.20 0.08 0.0036
C 4.9349 2.3886 1.4990 0.14 0.01 0.03 -0.0001
H 4.7616 4.9080 3.8069 0.01 -0.02 -0.02 0.0000
H 5.9372 4.8648 2.4883 -0.02 -0.01 0.02 0.0000
H 6.0036 3.6487 3.7583 -0.03 0.01 -0.02 0.0000
H 2.5998 4.2054 3.1070 0.04 -0.04 -0.07 -0.0001
H 0.4950 2.9397 2.9710 0.03 0.00 -0.07 -0.0004
H 0.0892 2.1025 1.4808 0.01 -0.09 -0.08 0.0036
H 0.3611 3.8442 1.4663 0.02 -0.01 -0.04 0.0003
H -2.5469 0.4583 -1.4514 0.01 0.13 -0.06 -0.0081
H -3.6938 2.2097 -2.7039 0.09 0.01 0.06 0.0000
H -2.5950 4.3925 -3.1264 0.03 -0.02 0.03 0.0006
H -0.3077 4.7791 -2.2390 -0.01 -0.09 0.02 -0.0002
H 0.8218 3.0249 -0.9603 0.17 0.10 0.10 0.0010
H 2.8848 3.2051 -1.0427 -0.02 0.02 0.09 -0.0001
H 2.1853 3.9023 -2.5090 0.03 -0.03 0.00 -0.0001
H 3.9169 3.6303 -2.3892 -0.01 -0.02 0.00 0.0000
H 3.4374 2.7482 -4.5971 -0.04 -0.08 0.04 0.0000
H 3.8373 1.6381 -6.6517 0.00 0.00 0.00 0.0000
H 2.6650 0.3456 -6.9240 0.03 0.01 0.02 0.0001
H 4.3317 -0.0552 -6.5289 -0.01 0.01 0.01 0.0000
H 2.9322 -1.4813 -4.7429 0.00 0.08 0.04 0.0000
H 2.2043 -2.6905 -2.9918 0.03 0.06 0.01 -0.0005
H 1.4261 -1.9776 -1.5924 0.00 -0.05 0.05 0.0041
H 3.1805 -2.1816 -1.6222 -0.02 -0.01 -0.02 0.0002
H 4.2937 -0.4302 -0.1112 0.01 -0.07 -0.03 -0.0019
H 5.8270 0.3695 0.1958 -0.03 0.00 0.04 0.0001
H 4.8483 0.8426 -1.1898 0.01 -0.02 0.02 0.0003
H 6.0121 2.2485 1.4558 -0.08 0.02 0.01 0.0000
```
Positions in Å, forces in eV/Å.

Results
highest occupied orbital energy (spin up / spin down)	-10.25 / -10.32	eV
gap between HOMO and LUMO (spin up / spin down)	8.35 / 6.73	eV
total charge	+1
2S+1	4
relative energy (zero: lowest compared OMol25 entry of this formula, charge and spin)	0.0000	eV
lowest unoccupied orbital energy (spin up / spin down)	-1.900 / -3.590	eV
DFT total energy	-5120.0680	Ha

No. 2
Density functional theory data (ωB97M-V/def2-TZVPD) for a molecular structure, C46H53BClIrN9S3Se.

Geometry as XYZ:
```
115
Properties=species:S:1:pos:R:3:forces:R:3:mulliken_spin:R:1
Ir 0.0262 0.9175 -2.6852 0.24 -1.45 -0.50 0.6072
C -0.4339 -5.1483 -0.8827 0.08 -0.10 -0.17 0.0014
C -0.6599 -4.0585 0.1013 -0.40 -0.01 0.50 -0.0091
C -1.3164 -4.2790 1.3006 0.25 0.67 -0.39 0.0096
C -1.5194 -3.2057 2.1946 0.00 -0.62 -0.08 -0.0059
N -1.1417 -1.9933 1.8811 0.59 0.91 0.11 -0.0099
N -0.4700 -1.7692 0.7542 -0.35 -2.53 -0.37 -0.0073
B -0.0063 -0.3440 0.7682 -1.57 0.87 -0.11 0.0907
N -1.1097 0.6246 0.8532 -0.66 -0.02 -1.03 0.0080
N -1.1610 1.5674 1.7965 0.71 0.67 1.15 0.0739
C -2.2312 2.3127 1.9388 0.35 -0.41 -0.06 -0.0098
C -3.3455 2.1614 1.0872 -0.07 -0.84 -1.03 0.0653
C -3.2914 1.2581 0.0483 -0.45 1.00 0.91 -0.0645
C -4.4067 1.0944 -0.9192 -0.10 -0.01 -0.12 -0.0097
C -2.1116 0.5077 -0.0892 0.44 -1.22 -1.22 0.1648
S -1.8931 -0.4842 -1.4800 0.59 0.97 0.49 -0.0193
C -2.2445 3.3360 3.0536 0.23 0.21 0.28 -0.0090
C -3.6481 3.8925 3.3080 0.18 -0.11 -0.07 0.0028
C -1.3268 4.4959 2.6421 -0.19 -0.14 0.02 0.0005
C -1.7071 2.6858 4.3313 -0.03 0.05 -0.14 -0.0054
N 1.4091 -0.0940 1.0828 0.97 0.90 2.99 0.0013
N 1.6279 0.2402 2.3577 -1.97 -0.95 -2.98 -0.0038
C 2.8495 0.4040 2.8390 2.07 0.24 0.52 -0.0046
C 3.9706 0.3987 2.0411 -1.06 -0.06 -0.40 0.0037
C 3.8730 0.1896 0.5876 0.10 0.22 -0.18 -0.0001
C 5.0333 -0.6654 0.0869 -0.03 -0.14 0.14 -0.0017
C 2.4658 -0.2787 0.1269 0.26 -0.69 -1.48 -0.0244
S 2.5471 -2.0235 -0.5066 -0.13 0.03 0.40 0.0022
C 2.9754 0.5398 4.3447 -0.16 0.05 0.44 -0.0002
C 3.8413 1.7511 4.6976 -0.10 -0.10 -0.12 0.0006
C 1.6024 0.7128 4.9890 0.15 -0.01 -0.13 -0.0007
C 3.6227 -0.7414 4.8845 -0.10 0.15 -0.11 0.0003
C -0.2035 -2.7546 -0.1293 0.37 0.70 0.56 0.0171
S 0.7935 -2.2948 -1.5132 0.21 -0.04 0.07 0.0057
C -2.0984 -3.4277 3.5693 -0.17 0.10 0.31 0.0016
C -1.1719 -4.4141 4.3016 -0.07 0.14 -0.14 -0.0003
C -2.1494 -2.1138 4.3492 0.00 -0.14 -0.14 0.0004
C -3.5083 -4.0163 3.4507 0.15 0.11 -0.07 -0.0002
H -0.7678 -6.1039 -0.4869 -0.03 0.01 -0.01 0.0000
H 0.6196 -5.2238 -1.1459 0.04 -0.02 -0.04 0.0000
H -0.9879 -4.9331 -1.7954 -0.01 -0.07 -0.12 -0.0007
H -1.6560 -5.2688 1.5573 -0.04 -0.14 0.04 0.0002
H -4.2283 2.7591 1.2251 -0.08 0.12 -0.01 -0.0003
H -5.1727 1.8463 -0.7572 -0.02 0.07 0.01 -0.0012
H -4.8574 0.1081 -0.8130 -0.02 -0.09 -0.02 -0.0027
H -4.0341 1.1634 -1.9403 -0.04 0.09 -0.03 -0.0012
H -3.9860 4.5094 2.4778 -0.11 0.04 -0.06 -0.0002
H -3.6204 4.5259 4.1904 0.02 0.05 0.08 -0.0001
H -4.3704 3.1002 3.4922 -0.13 -0.06 0.03 -0.0004
H -1.6310 4.9108 1.6810 0.05 0.05 -0.10 -0.0012
H -0.2998 4.1554 2.5801 0.17 -0.02 -0.04 -0.0001
H -1.3896 5.2851 3.3874 0.03 0.09 0.07 0.0000
H -2.3718 1.9016 4.6820 -0.14 -0.15 0.07 0.0000
H -1.6193 3.4298 5.1170 0.02 0.11 0.10 -0.0001
H -0.7347 2.2464 4.1410 0.10 -0.02 0.05 0.0031
H 4.9518 0.5475 2.4580 0.18 0.04 0.23 0.0013
H 5.9693 -0.1722 0.3353 0.11 0.07 0.01 0.0003
H 4.9880 -0.8013 -0.9912 0.05 0.03 -0.02 0.0000
H 5.0246 -1.6430 0.5642 0.14 -0.12 0.01 -0.0002
H 3.4402 2.6543 4.2424 -0.02 0.15 0.01 -0.0001
H 4.8696 1.6208 4.3737 0.20 0.04 -0.01 0.0000
H 3.8482 1.8794 5.7766 0.05 0.06 0.07 -0.0001
H 1.1434 1.6381 4.6564 -0.13 0.10 -0.01 -0.0002
H 1.7093 0.7500 6.0690 0.04 0.02 0.10 -0.0001
H 0.9465 -0.1131 4.7327 -0.19 -0.09 0.04 -0.0002
H 4.6137 -0.8899 4.4647 0.20 -0.07 -0.02 0.0001
H 3.0134 -1.6124 4.6516 -0.06 -0.13 0.01 -0.0001
H 3.7145 -0.6617 5.9640 0.06 -0.06 0.10 0.0000
H -0.1561 -4.0257 4.3413 0.14 0.00 0.05 0.0001
H -1.1547 -5.3865 3.8174 0.03 -0.16 -0.02 0.0001
H -1.5236 -4.5525 5.3204 -0.05 -0.02 0.07 0.0000
H -1.1554 -1.6836 4.4391 0.10 0.11 0.08 0.0001
H -2.5417 -2.2970 5.3459 -0.04 -0.04 0.06 0.0000
H -2.7884 -1.3907 3.8497 -0.08 0.13 0.00 -0.0004
H -3.5059 -4.9661 2.9241 -0.05 -0.17 -0.06 0.0000
H -4.1670 -3.3296 2.9243 -0.12 0.05 -0.04 0.0000
H -3.9095 -4.1838 4.4458 -0.07 -0.04 0.09 0.0000
Se -2.3983 4.9945 -1.9853 -0.79 1.30 0.35 0.0559
C -1.5712 3.5495 -2.3888 1.23 -2.23 -0.21 0.0040
N -0.9918 2.5374 -2.5899 -1.02 2.11 0.90 0.0401
N 0.0659 -0.0595 -4.2313 0.08 -0.33 0.31 -0.0542
C -0.0480 -0.2818 -5.4708 -0.07 -0.11 0.05 0.0369
C 0.9335 -1.1495 -6.1418 0.36 -0.34 -0.05 -0.0168
C 1.4254 -2.2878 -5.5001 -0.16 0.21 -0.29 0.0013
C 2.3692 -3.0751 -6.1295 0.15 -0.04 -0.01 0.0004
C 2.8660 -2.7129 -7.3745 -0.04 0.05 0.02 -0.0005
C 2.3999 -1.5654 -7.9994 0.15 -0.11 -0.02 0.0004
C 1.4304 -0.7882 -7.3956 -0.11 -0.08 0.31 0.0004
C -1.1203 0.3311 -6.2671 -0.37 0.52 -0.10 -0.0177
C -1.5672 1.6093 -5.9251 0.27 -0.18 -0.08 0.0101
C -2.5617 2.2179 -6.6608 -0.14 0.05 -0.05 0.0041
C -3.1387 1.5507 -7.7318 0.05 -0.06 0.04 -0.0005
C -2.7061 0.2760 -8.0692 -0.15 0.04 -0.01 0.0003
C -1.7002 -0.3387 -7.3459 0.10 0.11 0.22 -0.0013
H 1.0380 -2.5593 -4.5281 -0.06 -0.01 0.05 -0.0023
H 2.7263 -3.9715 -5.6472 0.07 -0.13 0.04 0.0000
H 3.6207 -3.3190 -7.8519 0.03 -0.07 -0.06 0.0000
H 2.7987 -1.2709 -8.9575 0.04 0.00 -0.11 0.0000
H 1.0801 0.1136 -7.8757 -0.09 0.03 -0.05 0.0000
H -1.0891 2.1291 -5.1054 -0.10 0.04 -0.02 0.0003
H -2.8844 3.2145 -6.4034 -0.05 0.12 0.02 0.0002
H -3.9249 2.0227 -8.3011 -0.04 0.04 -0.07 0.0000
H -3.1629 -0.2412 -8.8980 -0.04 -0.07 -0.10 0.0000
H -1.3798 -1.3379 -7.6023 0.07 -0.05 -0.05 -0.0001
Cl 1.9171 4.7893 1.1080 -0.04 -0.17 -0.11 0.0006
C 2.2118 3.2670 0.3538 1.85 0.16 0.65 -0.0034
C 3.4539 2.7430 0.3229 -0.98 0.52 0.25 -0.0077
C 3.7092 1.4600 -0.3500 0.22 0.02 0.11 -0.0034
C 2.4513 0.8139 -0.9847 0.50 -0.32 -0.08 0.0220
N 1.2242 1.5637 -1.0509 -0.52 1.36 0.49 0.0505
C 1.1256 2.6506 -0.3419 -0.76 -1.07 -1.10 0.0116
H 4.2845 3.2532 0.7835 0.09 0.21 0.05 0.0005
H 4.5663 1.5555 -1.0188 -0.02 -0.02 0.00 0.0002
H 2.6659 0.3829 -1.9692 -0.18 0.07 0.25 0.0028
H 0.1731 3.1622 -0.3405 -0.17 0.09 -0.17 -0.0015
```
Positions in Å, forces in eV/Å.

Results
highest occupied orbital energy (spin up / spin down)	-11.44 / -11.27	eV
gap between HOMO and LUMO (spin up / spin down)	3.05 / 2.79	eV
total charge	+2
2S+1	2
lowest unoccupied orbital energy (spin up / spin down)	-8.388 / -8.487	eV
DFT total energy	-6462.1946	Ha

Calculated values (hartree/bohr) of max |F| for the records, taken in order: 0.0207 0.0720.